Record 1
77
Properties=species:S:1:pos:R:3:forces:R:3:lowdin_spin:R:1 method="wB97M-V/def2-TZVPD" s2=0.78 de_lowest_ev=1.710 e_homo_ha="-0.2655 / -0.2655" e_lumo_ev="-2.4 / -2.0" spin_multiplicity=2 orbital_gap_ev="4.8 / 5.2"
Re -0.256176 -0.940497 0.324618 -4.639 -2.319 -0.941 0.986
C -6.587766 1.282697 2.028892 0.296 -0.031 -0.680 0.000
Si -5.764731 1.018124 0.326090 -0.648 0.132 0.047 -0.002
C -6.302243 -0.685101 -0.327361 0.337 0.461 0.180 -0.003
C -6.368906 2.332163 -0.918883 0.255 -0.451 0.541 0.000
C -3.894797 1.366968 0.599144 -0.180 -0.115 -0.162 -0.003
C -3.488355 2.642868 0.925482 0.109 -0.218 0.007 0.011
C -2.135335 2.926180 1.134986 0.104 0.035 0.054 0.000
C -1.210747 1.927152 0.958890 0.169 0.547 0.153 0.011
N -1.553674 0.673114 0.622523 -0.529 0.572 -0.029 0.012
C -2.887812 0.384886 0.484250 0.243 0.073 -0.009 0.009
S -3.287026 -1.240374 0.188620 1.772 -0.553 -0.367 -0.048
H -7.664107 1.178867 1.941354 -0.250 -0.033 -0.059 0.000
H -6.388390 2.271162 2.429079 0.085 0.231 0.059 0.000
H -6.252035 0.555262 2.761810 0.137 -0.181 0.075 0.000
H -7.367760 -0.687373 -0.543373 -0.222 0.221 0.026 0.000
H -6.110828 -1.471207 0.396097 0.030 -0.077 0.109 -0.001
H -5.781038 -0.950888 -1.241307 0.078 -0.015 -0.136 0.000
H -7.432975 2.218837 -1.099222 -0.230 -0.072 0.018 0.000
H -5.866449 2.239732 -1.876755 0.155 -0.080 -0.141 0.000
H -6.208221 3.341491 -0.556487 0.063 0.237 0.095 0.000
H -4.223066 3.425457 1.031513 -0.090 0.213 0.030 0.001
H -1.812630 3.912585 1.428581 0.070 0.052 -0.007 0.000
H -0.152210 2.106641 1.114831 -0.047 -0.040 -0.038 0.001
C 1.814771 -2.989496 -2.215821 0.020 0.134 -0.175 0.002
C 1.085607 -3.610206 -1.086683 0.235 -0.706 -0.176 0.015
N 0.501220 -3.013933 -0.085279 -0.175 0.858 0.119 0.003
C -0.101783 -3.911611 0.768674 0.116 -1.059 -0.111 0.003
C 0.042556 -5.215866 0.404478 0.047 0.434 -0.098 -0.002
S 0.950966 -5.336883 -1.039126 -0.078 0.735 0.291 0.004
C -0.822658 -3.429488 1.930195 -0.165 -0.617 0.737 0.002
C -1.211715 -4.154840 3.016713 -0.077 0.385 -0.238 -0.001
S -2.021873 -3.159052 4.147867 0.268 0.441 -0.825 0.002
C -1.792176 -1.800205 3.099218 -0.282 -0.273 0.760 0.007
N -1.164992 -2.102403 1.997449 0.920 0.598 -0.301 -0.003
C -2.322813 -0.473009 3.494930 0.006 0.176 -0.029 0.001
H 1.626953 -1.923250 -2.265138 -0.048 0.004 -0.022 0.000
H 1.484345 -3.439650 -3.149749 0.016 -0.002 -0.050 0.001
H 2.887016 -3.157432 -2.116704 0.065 0.037 0.010 0.001
H -0.355923 -6.089889 0.877419 -0.102 -0.132 0.176 0.000
H -1.062755 -5.192831 3.218919 0.129 -0.321 -0.030 0.000
H -2.493625 -0.438989 4.568985 0.039 0.023 0.012 0.000
H -3.274102 -0.284359 2.991384 0.064 -0.033 -0.008 0.000
H -1.626410 0.316359 3.216391 0.011 0.023 0.045 0.000
C 2.817298 0.566850 2.933430 0.308 -0.244 0.259 0.001
O 1.603631 0.433777 2.178649 -0.226 0.343 0.118 0.006
C 1.202010 -0.811164 1.867591 1.254 -0.039 -0.435 0.006
O 1.746907 -1.802923 2.303918 -0.394 0.152 0.155 0.018
H 3.586768 0.969468 2.274129 -0.070 0.048 0.016 0.000
H 3.122929 -0.416978 3.289480 0.042 0.191 0.068 0.000
H 2.644410 1.240136 3.771974 -0.059 -0.020 -0.117 0.000
O 7.820441 -0.468414 -1.561344 0.121 -0.421 0.185 0.000
S 8.421651 0.608851 -2.311804 -1.153 1.322 -0.394 0.000
O 8.715419 0.324266 -3.699873 0.393 -0.296 -0.081 0.000
O 9.368041 1.429066 -1.592180 0.420 -0.157 0.088 0.000
C 6.995183 1.799450 -2.536241 2.211 -1.869 0.427 0.000
N 7.221268 2.940630 -3.134507 -0.295 1.469 -0.607 0.001
C 6.158547 3.721420 -3.290965 0.338 -0.273 0.054 0.000
C 4.891939 3.352203 -2.856728 -0.630 -0.466 0.339 0.001
C 4.771705 2.109555 -2.222972 1.664 0.778 -0.686 0.000
N 5.870151 1.350998 -2.081412 -2.285 -0.019 0.526 0.000
C 3.559954 1.507383 -1.681744 -0.955 -0.506 0.468 0.002
C 3.667061 0.245370 -1.075012 -0.095 0.323 -0.280 0.000
C 2.545892 -0.384157 -0.603617 0.086 0.107 0.024 0.001
N 1.304712 0.147042 -0.666166 0.569 0.051 0.269 -0.005
C 1.204703 1.369179 -1.216895 -0.352 -0.108 0.035 0.002
C 2.280450 2.071084 -1.721820 0.387 -0.225 -0.067 -0.001
H 6.338083 4.670010 -3.780605 -0.128 0.091 -0.035 0.000
H 4.045322 4.000557 -3.015434 -0.100 0.132 -0.010 0.000
H 4.638604 -0.220109 -1.018829 0.141 -0.076 0.031 0.000
H 2.635804 -1.357106 -0.140557 -0.066 0.027 0.025 0.000
H 0.208785 1.792327 -1.264416 0.017 -0.053 0.002 0.000
H 2.115344 3.043419 -2.157872 -0.073 0.074 -0.043 0.000
Cl -1.477297 -2.621698 -2.408072 -0.196 -0.327 -0.141 -0.004
C -1.002940 -0.999732 -1.879936 0.879 0.800 0.397 -0.039
H -1.900649 -0.386257 -1.996303 0.194 -0.014 0.249 0.003
H -0.267457 -0.646213 -2.611360 -0.029 -0.088 0.249 -0.002

=====

Record 2
11
Properties=species:S:1:pos:R:3:forces:R:3:nbo_charge:R:1 method="wB97M-V/def2-TZVPD" charge=+1 de_lowest_ev=0.398 e_homo_ha=-0.5726 e_lumo_ev=-3.8 orbital_gap_ev=11.7
N 0.812864 -1.721073 -0.354853 -0.129 -0.029 -0.074 -0.888
H 1.746104 -1.750948 -0.751728 0.352 0.099 0.057 0.443
H 0.811846 -2.248951 0.523869 -0.053 0.276 -0.127 0.448
H 0.509933 -0.692512 -0.245828 0.258 -0.132 0.112 0.482
H 0.215476 -2.195560 -1.026620 -0.284 -0.070 -0.006 0.441
C -1.142344 1.148104 0.457550 0.095 -0.213 -0.324 -0.254
O 0.185835 0.852212 -0.039961 -0.106 0.234 0.123 -0.774
H -1.507494 0.247631 0.941752 0.007 -0.028 0.129 0.185
H -1.109691 1.959050 1.175404 -0.022 0.080 0.054 0.207
H -1.796966 1.374742 -0.380257 -0.078 0.177 0.047 0.195
H 0.611931 1.680702 -0.308230 -0.041 -0.394 0.009 0.515

=====

Record 3
14
Properties=species:S:1:pos:R:3:forces:R:3:nbo_charge:R:1 method="wB97M-V/def2-TZVPD" de_lowest_ev=2.892 e_homo_ha=-0.3079 e_lumo_ev=1.3 orbital_gap_ev=9.6
C -1.206424 -0.314854 -1.286658 0.071 0.125 0.113 -0.609
C -0.518501 0.613782 -0.286799 -0.092 0.008 -0.361 -0.242
N 1.290215 -0.711043 0.237686 0.645 -0.191 -0.392 -0.633
N 0.547870 0.938004 2.071987 -0.256 -1.466 -2.593 -0.776
N 0.134271 -0.203388 0.707772 0.151 1.540 3.168 -0.102
H -1.745636 0.270276 -2.030143 -0.013 -0.013 -0.063 0.209
H -0.465752 -0.939479 -1.783244 -0.061 -0.002 -0.054 0.217
H -1.910332 -0.962489 -0.762953 0.003 0.018 -0.052 0.213
H 0.197282 1.268908 -0.809767 -0.058 0.040 0.131 0.165
H -1.263212 1.236056 0.211250 0.116 -0.028 0.003 0.199
H 1.748806 -1.306976 0.917153 -0.143 0.126 -0.187 0.365
H 1.932478 -0.028247 -0.171670 -0.047 0.006 0.284 0.332
H -0.354699 1.371586 2.256557 -0.077 -0.173 0.125 0.329
H 0.696773 0.253325 2.813848 -0.240 0.010 -0.124 0.333

=====

Record 4
25
Properties=species:S:1:pos:R:3:forces:R:3:nbo_charge:R:1 method="wB97M-V/def2-TZVPD" charge=+1 de_lowest_ev=3.967 e_homo_ha=-0.4435 e_lumo_ev=-4.4 orbital_gap_ev=7.7
C 2.699192 1.574392 0.184664 2.111 -1.347 -1.484 -0.637
C -0.872580 -2.432691 2.269874 -1.336 -0.700 -1.626 -0.837
C 0.911848 -0.409601 -1.376634 -1.372 -1.205 -0.833 -0.433
C -2.974090 -0.079155 -2.066427 1.707 0.974 2.844 -0.849
C 1.248662 1.645808 -0.116580 1.081 4.002 0.112 -0.239
C -0.741309 0.264341 0.284721 0.147 0.363 -2.577 -0.620
N 0.701991 0.350671 -0.144698 -2.654 -3.099 2.790 -0.385
P -2.143010 0.586084 -0.676491 -1.842 -1.573 -1.391 0.992
H 3.168621 2.527375 0.003072 0.226 0.256 -0.105 0.255
H 2.995339 1.252068 1.161853 -0.415 0.005 0.978 0.229
H 3.211837 0.794615 -0.462871 -0.467 1.079 0.297 0.213
H 0.069810 -2.059831 2.424073 2.431 0.868 0.865 0.190
H -1.110896 -3.216719 2.936594 0.100 -1.048 0.608 0.233
H -0.860723 -2.784951 1.222582 -0.553 0.124 0.484 0.207
H 0.855592 0.333535 -2.213993 0.958 -1.033 0.513 0.243
H 1.743003 -1.138479 -1.206789 -0.396 1.074 -0.999 0.259
H -0.038814 -1.007424 -1.463839 1.190 0.169 -0.141 0.239
H -1.588441 -1.669191 2.462022 -0.625 0.705 -0.289 0.210
H -2.445210 -0.403784 -2.944245 0.120 -0.014 -0.058 0.249
H -4.052338 -0.225010 -1.978101 0.354 0.574 -0.034 0.276
H 1.134373 2.102251 -1.140848 -0.292 -0.322 1.120 0.230
H 0.831638 2.357984 0.672945 -0.243 -1.326 -1.188 0.246
H -0.812334 0.801994 1.165124 -0.438 1.094 1.793 0.224
H 1.077117 -0.222493 0.664185 0.161 0.803 -1.153 0.452
H -3.009287 1.058205 0.339804 0.050 -0.422 -0.526 0.055

=====

Record 5
35
Properties=species:S:1:pos:R:3:forces:R:3:nbo_charge:R:1 method="wB97M-V/def2-TZVPD" smiles="C#C[C@H]1CNC(=O)[C@@]1(CCC(C)C)COO" de_lowest_ev=6.291 e_homo_ha=-0.3403 e_lumo_ev=0.8 orbital_gap_ev=10.0
C 3.553016 -1.569444 1.714804 -0.091 -0.147 0.137 -0.204
C 2.818542 -1.610217 0.768774 -0.176 1.066 -0.147 -0.033
C 1.722493 -1.418121 -0.204899 0.412 -1.283 -0.136 -0.294
C 0.648873 -2.449453 0.260416 -0.751 0.451 -0.947 -0.204
N -0.113542 -1.666333 1.229684 -0.194 0.402 -0.078 -0.663
C 0.239873 -0.279970 1.204862 0.414 -0.815 -0.559 0.721
O -0.039751 0.471797 2.085855 -0.422 0.345 0.005 -0.527
C 1.028600 -0.047071 -0.110005 0.783 1.403 0.366 -0.181
C 0.141498 0.308580 -1.354857 -0.060 -1.750 0.139 -0.389
C -1.266505 -0.309562 -1.402660 -0.430 0.959 -0.478 -0.406
C -2.437196 0.585148 -0.864083 0.056 -0.483 0.172 -0.218
C -3.371456 -0.287053 0.005688 0.059 -0.018 -0.432 -0.609
C -2.016569 1.884469 -0.150199 -0.873 -0.081 0.126 -0.630
C 2.092866 1.079760 -0.099122 0.502 0.142 0.325 -0.065
O 1.712733 2.130817 0.773756 -0.570 -0.135 0.230 -0.274
O 2.920619 2.859840 0.962053 0.951 0.198 -0.306 -0.468
H 4.113202 -1.528799 2.617567 0.204 -0.106 -0.108 0.240
H 2.079772 -1.580830 -1.225047 -0.077 -0.226 0.080 0.241
H 0.038926 -2.789577 -0.588577 -0.028 0.251 0.080 0.187
H 1.052684 -3.364703 0.690112 0.281 0.288 0.214 0.215
H -1.120671 -1.705999 1.124454 -0.001 -0.450 0.486 0.397
H 0.139764 1.382060 -1.528785 -0.233 0.001 0.282 0.232
H 0.698818 -0.122201 -2.199319 0.016 0.187 0.059 0.210
H -1.487539 -0.511575 -2.457325 0.014 -0.057 0.122 0.214
H -1.328977 -1.278883 -0.913389 0.280 0.058 -0.012 0.194
H -3.042780 0.878498 -1.727048 0.140 0.003 0.005 0.196
H -3.419023 -1.302871 -0.405122 -0.002 0.071 0.064 0.197
H -4.396075 0.090936 -0.039615 0.110 0.097 0.353 0.215
H -3.032333 -0.356796 1.044188 -0.071 0.116 -0.038 0.204
H -2.800883 2.127263 0.578001 0.129 0.026 -0.037 0.214
H -2.018732 2.723051 -0.850366 0.427 -0.048 0.056 0.208
H -1.089648 1.821336 0.416592 0.006 0.074 -0.172 0.230
H 3.081812 0.727789 0.209556 -0.226 -0.112 0.154 0.208
H 2.216344 1.510886 -1.102413 -0.054 -0.253 -0.029 0.169
H 2.681256 3.597243 1.536474 -0.525 -0.175 0.028 0.471

=====

Record 6
11
Properties=species:S:1:pos:R:3:forces:R:3:nbo_charge:R:1 method="wB97M-V/def2-TZVPD" de_lowest_ev=3.505 e_homo_ha=-0.3257 e_lumo_ev=0.3 orbital_gap_ev=9.1
C -1.593096 -0.256330 -0.074917 -0.212 0.036 0.030 -0.623
C -0.182383 0.157490 0.181901 -0.107 0.047 0.679 -0.053
C 0.454869 1.422349 -0.048126 0.480 -0.038 -0.619 0.055
N 1.810889 1.051006 -0.251066 0.289 0.277 0.036 -0.552
C 1.890057 -0.236203 -0.232898 -0.240 0.008 0.067 0.426
O 0.773108 -0.905570 0.025593 -0.286 0.242 0.128 -0.441
H -1.885316 -1.086808 0.568560 -0.015 0.074 -0.035 0.225
H -2.250827 0.598463 0.097457 0.095 -0.138 0.018 0.244
H -1.702077 -0.565090 -1.112234 0.008 -0.014 -0.052 0.230
H -0.083731 0.675051 1.244308 0.055 -0.721 -0.274 0.292
H 2.768509 -0.854354 -0.398583 -0.067 0.226 0.022 0.198